[1]
Density functional theory data (ωB97M-V/def2-TZVPD) for a molecular structure, C4H13N3O.

Total charge: 0
F_max: 0.73 eV Å⁻¹
Total energy: -10873.1736 eV

Geometry (Å):
H 1.4133 -1.8001 1.3911
O -0.9104 -1.3467 1.9359
H 2.2504 0.7995 -1.2972
N -0.4515 1.2813 1.0103
C 1.2560 1.1443 -1.5906
C -0.0338 -0.9186 0.1263
H -2.4175 -0.5549 -0.7074
H 1.3448 1.5441 -2.6075
H 0.9930 1.9883 -0.9288
H -0.5311 0.2987 -2.0663
H -2.8103 0.5403 0.4675
H 0.1162 1.0452 1.8100
N 0.3146 0.0432 -1.5663
C 1.3863 -1.0710 0.5875
H 1.8014 -0.1360 0.9629
H -0.4810 -1.7642 -0.3666
C -0.8498 0.2427 0.2549
H -1.1636 -2.2776 1.9360
H 2.0059 -1.4018 -0.2465
H -1.0962 2.0437 1.1426
N -2.1368 0.2996 -0.2479

Results of the Löwdin charge analysis, in e, for atoms 1 through 2: 0.080, -0.334

=====

[2]
Density functional theory data (ωB97M-V/def2-TZVPD) for a molecular structure, C4H13N3O in a non-equilibrium geometry.

Total charge: 0
F_max: 1.32 eV Å⁻¹
Total energy: -10873.2780 eV

Geometry (Å):
N 1.5992 -1.9090 0.3658
H 1.5072 -2.8989 0.1729
O -0.3541 -2.0032 1.7683
C 0.3401 -1.3502 0.7205
H -2.0524 0.9534 -1.9467
C -1.6226 1.1313 -0.9592
H -1.2988 0.2310 1.9197
N -0.4069 0.7049 1.8249
H 1.3486 0.6399 0.7287
C 0.3831 0.1372 0.8262
H 0.0785 -1.7725 2.6125
H -0.4721 1.7126 1.8355
H 0.8539 1.8799 -1.8376
H 1.5348 0.2251 -1.7232
H 0.2259 0.5767 -2.8708
N -0.3411 0.4387 -0.8457
H -2.3163 0.7374 -0.2165
H -1.5056 2.2072 -0.8044
H 2.3204 -1.7860 1.0844
C 0.6290 0.8112 -1.8832
H -0.4507 -0.6666 -0.7720

Results of the Löwdin charge analysis, in e, for atoms 1 through 2: 0.015, 0.063

=====

[3]
Density functional theory data (ωB97M-V/def2-TZVPD) for 2 unconnected molecules or ions with the total composition C4H13N3O in a non-equilibrium geometry.

Total charge: 0
F_max: 2.15 eV Å⁻¹
Total energy: -10870.9388 eV

Geometry (Å):
H 0.5212 -2.5377 0.2282
H 0.2341 0.4342 -1.7383
H 1.8335 1.8735 -0.2613
N -0.0328 1.9461 0.6951
H -0.3873 2.5416 -0.0563
H -3.0759 -1.0358 -0.6430
H -1.7325 -1.2679 -1.7538
C -2.0143 -1.2782 -0.7007
N 0.2595 -0.4412 0.0061
N 0.7151 -0.3703 -1.3272
H 0.4016 -1.5950 1.7262
O -1.4888 1.0277 -0.3636
C -1.2161 -0.2208 0.0908
H -1.8490 -2.2827 -0.3013
H -1.4508 -0.3334 1.1614
C 1.3860 2.1336 0.7132
H 1.8661 1.5325 1.4921
H 1.6327 3.1892 0.9007
C 0.7950 -1.5906 0.7093
H 1.8858 -1.5346 0.7555
H 1.7169 -0.1901 -1.3331

Results of the Löwdin charge analysis, in e, for atoms 1 through 2: 0.081, 0.088